The following is a DFT calculation (ωB97M-V with the def2-TZVPD basis set) of a molecular structure, C42H80ClN3O8S8 in a non-equilibrium geometry.

```
! RIJCOSX wB97M-V def2-TZVPD def2/J DEFGRID3
* xyz 0 1
C 5.156 -3.132 2.438
C 6.030 -2.264 1.472
C 5.271 -1.786 0.207
C 3.898 -1.101 0.503
C 3.121 -1.000 -0.867
C 1.600 -1.341 -0.744
C 0.713 -0.105 -0.451
C 0.833 0.329 1.032
C 1.678 1.487 1.429
C 2.448 2.249 0.347
C 1.786 3.630 0.058
C 0.327 3.465 -0.499
Cl 2.768 4.436 -1.263
C 1.794 1.886 2.777
C 2.695 3.044 3.161
C 1.938 4.319 3.606
O 0.806 4.557 3.307
N 2.691 5.285 4.403
C 2.958 4.744 5.743
C 4.011 5.538 3.796
C 1.013 1.135 3.729
N 0.952 1.375 5.064
S -0.090 0.265 5.676
N -0.515 -0.632 4.350
C 0.168 -0.014 3.368
C 0.107 -0.424 1.973
C -0.738 -1.638 1.611
C -2.178 -1.539 2.108
C -3.003 -0.386 1.868
C -4.353 -0.310 2.317
C -4.947 -1.388 3.029
C -4.150 -2.549 3.277
C -2.792 -2.623 2.837
C -2.042 -3.914 3.205
H 4.837 -2.502 3.283
H 5.808 -3.929 2.843
H 4.322 -3.638 1.931
H 6.549 -1.439 1.993
H 6.838 -2.939 1.116
H 5.881 -1.027 -0.323
H 5.076 -2.653 -0.454
H 4.071 -0.066 0.847
H 3.269 -1.670 1.205
H 3.300 -0.011 -1.334
H 3.541 -1.729 -1.588
H 1.305 -1.872 -1.667
H 1.505 -2.083 0.073
H -0.357 -0.357 -0.591
H 0.894 0.736 -1.142
H 3.497 2.378 0.674
H 2.495 1.721 -0.614
H 1.777 4.292 0.935
H 0.426 3.500 -1.599
H -0.306 4.296 -0.152
H -0.095 2.478 -0.257
H 3.418 3.307 2.371
H 3.322 2.723 4.020
H 3.739 3.947 5.742
H 3.343 5.543 6.404
H 2.070 4.315 6.233
H 4.478 6.380 4.338
H 4.706 4.678 3.926
H 3.962 5.769 2.720
H -0.752 -1.889 0.539
H -0.275 -2.513 2.111
H -2.531 0.429 1.306
H -4.994 0.574 2.121
H -5.969 -1.380 3.417
H -4.578 -3.402 3.816
H -1.349 -3.669 4.035
H -2.741 -4.680 3.572
H -1.488 -4.346 2.355
C -5.269 -2.303 -0.253
S -4.030 -3.467 -0.717
O -3.048 -2.754 -1.594
C -5.069 -4.475 -1.787
H -4.792 -1.572 0.392
H -5.677 -1.809 -1.138
H -6.066 -2.808 0.293
H -5.483 -3.865 -2.591
H -5.873 -4.918 -1.198
H -4.458 -5.268 -2.215
C -3.441 -1.968 -4.940
S -5.188 -2.343 -5.133
O -5.315 -3.822 -5.279
C -5.356 -1.627 -6.775
H -3.111 -2.368 -3.980
H -2.874 -2.434 -5.747
H -3.299 -0.887 -4.951
H -4.664 -2.113 -7.464
H -5.151 -0.557 -6.728
H -6.379 -1.784 -7.115
C -2.964 4.100 2.323
S -4.660 4.116 2.927
O -5.203 2.741 2.756
C -5.327 5.125 1.593
H -2.368 3.483 2.994
H -2.933 3.678 1.318
H -2.569 5.116 2.319
H -5.144 4.638 0.634
H -4.858 6.109 1.612
H -6.399 5.231 1.749
C -4.917 -4.592 -10.339
S -3.418 -3.601 -10.441
O -3.496 -2.573 -9.366
C -3.834 -2.786 -11.991
H -4.888 -5.160 -9.411
H -5.792 -3.941 -10.340
H -4.956 -5.279 -11.185
H -4.778 -2.251 -11.887
H -3.907 -3.530 -12.784
H -3.040 -2.080 -12.228
C -3.975 -1.356 8.722
S -3.513 -1.984 7.098
O -4.210 -3.285 6.911
C -1.801 -2.350 7.523
H -5.032 -1.100 8.700
H -3.801 -2.122 9.478
H -3.390 -0.463 8.946
H -1.766 -3.053 8.356
H -1.285 -1.427 7.786
H -1.323 -2.796 6.651
C 7.756 -5.824 -2.903
S 7.451 -4.770 -1.475
O 6.114 -4.144 -1.665
C 8.685 -3.527 -1.889
H 7.056 -6.656 -2.868
H 7.603 -5.256 -3.821
H 8.777 -6.206 -2.860
H 8.472 -3.107 -2.873
H 9.676 -3.982 -1.880
H 8.640 -2.740 -1.139
C 3.310 8.101 -2.389
S 3.903 7.356 -3.917
O 5.053 8.171 -4.392
C 2.473 7.813 -4.912
H 4.074 7.968 -1.626
H 3.129 9.166 -2.543
H 2.393 7.603 -2.074
H 2.346 8.896 -4.904
H 1.583 7.324 -4.515
H 2.647 7.475 -5.933
*
```

## Properties
* LUMO: -0.63 eV
* highest occupied orbital energy: -8.1572 eV
* molecular weight: 1047.10 g mol⁻¹

These are the Löwdin partial charges, in e, on atoms 1 to 6: atom 1 (C): -0.11, atom 2 (C): -0.25, atom 3 (C): -0.23, atom 4 (C): -0.18, atom 5 (C): -0.18, atom 6 (C): -0.17


The following is a DFT calculation (ωB97M-V with the def2-TZVPD basis set) of 5 unconnected molecules or ions with the total composition C42H84N4O10P in a non-equilibrium geometry.

```
! RIJCOSX wB97M-V def2-TZVPD def2/J DEFGRID3
* xyz -1 1
C -1.459 -7.624 4.884
C -1.137 -6.146 5.177
O -1.115 -5.433 3.966
C -1.606 -4.099 4.030
P -2.845 -3.738 2.595
C -4.103 -2.818 3.845
C -5.117 -3.732 4.355
O -4.905 -4.559 5.220
C -6.469 -3.698 3.712
C -6.753 -4.571 2.661
C -7.996 -4.551 2.038
C -8.981 -3.659 2.453
C -8.702 -2.795 3.513
C -7.456 -2.815 4.132
C -1.691 -4.588 1.290
C -0.278 -4.088 1.214
C 0.045 -2.731 1.127
C 1.376 -2.329 1.100
C 2.421 -3.240 1.143
C 2.122 -4.595 1.205
C 0.790 -4.997 1.243
H -1.381 -7.767 3.810
H -0.761 -8.299 5.370
H -2.489 -7.840 5.154
H -0.142 -6.107 5.633
H -1.886 -5.749 5.857
H -2.088 -3.883 4.980
H -0.759 -3.412 3.896
H -3.466 -5.043 2.883
H -3.861 -3.522 1.541
H -2.245 -2.440 2.344
H -3.610 -2.290 4.659
H -4.612 -2.068 3.236
H -5.995 -5.266 2.328
H -8.212 -5.221 1.219
H -9.937 -3.640 1.955
H -9.475 -2.110 3.831
H -7.274 -2.123 4.940
H -2.155 -4.414 0.317
H -1.686 -5.661 1.452
H -0.746 -2.002 1.080
H 1.639 -1.285 1.053
H 3.452 -2.928 1.122
H 2.888 -5.355 1.222
H 0.563 -6.052 1.299
C 2.679 -3.231 -6.112
O 3.473 -2.078 -5.916
C 2.732 -0.867 -5.812
C 2.788 -0.307 -4.407
N 2.039 -1.125 -3.465
C 2.250 -0.754 -2.063
C 3.654 -0.910 -1.487
O 4.074 -2.253 -1.347
C 4.645 -2.861 -2.485
H 3.353 -4.058 -6.332
H 2.099 -3.487 -5.220
H 1.996 -3.103 -6.957
H 1.696 -1.011 -6.132
H 3.198 -0.147 -6.492
H 2.358 0.701 -4.409
H 3.848 -0.223 -4.128
H 2.296 -2.096 -3.584
H 1.580 -1.365 -1.455
H 1.933 0.286 -1.931
H 3.624 -0.507 -0.471
H 4.407 -0.325 -2.034
H 5.194 -2.143 -3.102
H 3.889 -3.363 -3.096
H 5.341 -3.624 -2.136
C 0.569 3.332 5.017
O 0.382 4.108 3.849
C 1.426 5.033 3.577
C 2.209 4.628 2.345
N 3.001 3.430 2.591
C 3.603 2.845 1.394
C 2.672 2.308 0.314
O 1.933 1.164 0.697
C 0.728 1.420 1.404
H -0.355 2.786 5.197
H 1.381 2.606 4.902
H 0.777 3.966 5.884
H 2.089 5.145 4.440
H 0.955 6.002 3.384
H 2.883 5.445 2.068
H 1.487 4.493 1.528
H 2.415 2.731 3.028
H 4.233 2.015 1.725
H 4.267 3.588 0.940
H 3.304 1.989 -0.519
H 2.003 3.081 -0.086
H 0.260 2.359 1.097
H 0.902 1.429 2.483
H 0.039 0.601 1.195
C 3.074 4.731 -6.509
O 4.290 4.078 -6.206
C 5.433 4.924 -6.203
C 5.985 5.094 -4.803
N 5.088 5.884 -3.970
C 5.435 5.900 -2.551
C 5.388 4.580 -1.788
O 4.088 4.045 -1.636
C 3.615 3.272 -2.726
H 2.313 3.962 -6.635
H 2.757 5.403 -5.705
H 3.152 5.302 -7.440
H 5.205 5.895 -6.653
H 6.195 4.438 -6.820
H 6.952 5.602 -4.863
H 6.157 4.088 -4.397
H 4.148 5.524 -4.065
H 4.745 6.589 -2.058
H 6.438 6.328 -2.445
H 5.749 4.776 -0.775
H 6.062 3.827 -2.216
H 4.424 2.751 -3.242
H 3.058 3.887 -3.439
H 2.922 2.529 -2.328
C -5.039 2.750 -2.580
O -4.520 3.378 -1.426
C -5.454 3.512 -0.360
C -5.097 2.615 0.807
N -5.303 1.212 0.480
C -4.780 0.271 1.475
C -3.277 0.251 1.724
O -2.520 -0.227 0.626
C -2.206 0.721 -0.372
H -4.292 2.846 -3.367
H -5.233 1.685 -2.416
H -5.963 3.234 -2.913
H -6.473 3.313 -0.705
H -5.409 4.554 -0.025
H -5.734 2.876 1.657
H -4.057 2.834 1.085
H -4.863 1.013 -0.409
H -5.070 -0.732 1.156
H -5.288 0.458 2.427
H -3.101 -0.453 2.538
H -2.890 1.224 2.059
H -2.084 1.727 0.041
H -2.965 0.743 -1.161
H -1.265 0.417 -0.834
*
```

## Properties
* LUMO: 1.89 eV
* highest occupied orbital energy: -3.8016 eV
* molecular weight: 836.13 g mol⁻¹

These are the Löwdin partial charges, in e, on atoms 1 to 6: atom 1 (C): -0.07, atom 2 (C): -0.28, atom 3 (O): -0.22, atom 4 (C): -0.32, atom 5 (P): 0.55, atom 6 (C): -0.27


The following is a DFT calculation (ωB97M-V with the def2-TZVPD basis set) of 14 unconnected molecules or ions with the total composition C42H84O14 in a non-equilibrium geometry.

```
! RIJCOSX wB97M-V def2-TZVPD def2/J DEFGRID3
* xyz 0 1
C 1.648 0.299 -7.019
C 0.941 0.094 -5.752
O 0.426 1.011 -5.146
C 0.902 -1.252 -5.075
H 1.876 1.335 -7.181
H 1.079 -0.033 -7.925
H 2.559 -0.350 -7.036
H 0.929 -2.142 -5.687
H 0.049 -1.231 -4.359
H 1.835 -1.368 -4.455
C 4.225 0.092 0.673
C 5.538 0.740 0.217
O 6.331 0.097 -0.406
C 5.808 2.226 0.582
H 3.811 -0.675 0.005
H 3.520 0.883 0.919
H 4.493 -0.343 1.632
H 5.336 2.864 -0.216
H 6.858 2.431 0.741
H 5.252 2.455 1.506
C 1.956 6.345 -0.213
C 0.834 5.335 -0.416
O -0.199 5.576 -1.075
C 1.119 4.045 0.304
H 1.809 7.243 -0.817
H 2.917 5.877 -0.553
H 2.005 6.644 0.802
H 2.137 3.765 0.221
H 0.560 3.217 -0.169
H 0.812 4.109 1.337
C -8.122 2.977 2.023
C -6.818 2.708 2.649
O -6.745 1.932 3.630
C -5.596 3.325 2.035
H -8.893 2.476 2.588
H -8.190 2.607 1.012
H -8.365 4.022 1.940
H -4.881 3.706 2.768
H -5.816 4.150 1.362
H -5.095 2.518 1.557
C -3.682 -0.356 5.057
C -3.600 0.309 3.688
O -3.077 1.391 3.534
C -4.273 -0.382 2.498
H -3.158 -1.299 5.052
H -4.714 -0.522 5.338
H -3.315 0.407 5.733
H -5.277 -0.758 2.764
H -3.637 -1.208 2.126
H -4.393 0.318 1.691
C 1.962 2.924 -2.720
C 3.483 3.055 -2.641
O 3.929 4.056 -2.135
C 4.208 1.895 -3.189
H 1.676 2.241 -1.921
H 1.554 2.644 -3.679
H 1.531 3.912 -2.439
H 5.244 1.811 -2.803
H 4.178 1.889 -4.265
H 3.680 1.023 -2.810
C -3.544 -3.927 4.005
C -2.772 -4.796 3.032
O -2.340 -5.892 3.410
C -2.603 -4.293 1.637
H -3.948 -3.025 3.515
H -2.916 -3.599 4.832
H -4.265 -4.546 4.530
H -1.771 -3.599 1.564
H -3.482 -3.721 1.330
H -2.454 -5.078 0.892
C 0.630 -4.889 2.928
C 0.792 -3.405 3.291
O -0.226 -2.741 3.449
C 2.157 -2.974 3.559
H -0.326 -5.014 2.455
H 0.542 -5.399 3.893
H 1.458 -5.310 2.435
H 2.627 -3.670 4.239
H 2.260 -1.912 3.911
H 2.784 -2.977 2.643
C -2.680 -1.065 -0.990
C -4.065 -1.424 -1.340
O -4.991 -0.764 -0.958
C -4.327 -2.685 -2.208
H -1.998 -1.545 -1.683
H -2.464 -1.461 0.003
H -2.671 -0.016 -0.947
H -5.201 -3.176 -1.815
H -3.411 -3.369 -2.158
H -4.451 -2.372 -3.230
C -3.192 4.008 -0.778
C -2.348 2.755 -1.245
O -1.844 1.969 -0.483
C -1.970 2.761 -2.739
H -2.548 4.903 -0.782
H -3.621 3.802 0.192
H -3.998 4.214 -1.496
H -2.867 3.056 -3.310
H -1.473 1.852 -3.101
H -1.243 3.557 -2.776
C -0.213 3.000 4.130
C 0.915 2.025 3.959
O 1.723 2.277 3.110
C 0.839 0.798 4.882
H -0.979 2.749 3.373
H 0.242 3.956 3.788
H -0.669 2.953 5.140
H -0.125 0.386 4.666
H 0.946 1.057 5.931
H 1.641 0.103 4.665
C 0.617 -0.103 -1.150
C 0.445 -0.886 0.163
O 0.743 -2.067 0.147
C -0.189 -0.173 1.335
H 1.683 0.226 -1.063
H -0.019 0.817 -1.126
H 0.524 -0.677 -2.036
H -1.290 -0.147 1.167
H 0.276 0.810 1.366
H -0.071 -0.797 2.273
C 0.933 -3.538 -2.429
C 1.104 -4.777 -1.683
O 0.211 -5.635 -1.641
C 2.303 -4.951 -0.735
H 1.035 -3.874 -3.484
H 1.652 -2.842 -2.121
H -0.119 -3.245 -2.355
H 2.380 -6.009 -0.509
H 2.129 -4.417 0.215
H 3.214 -4.529 -1.087
C 5.505 -1.517 -4.698
C 5.045 -1.757 -3.259
O 3.948 -1.419 -2.828
C 5.954 -2.561 -2.325
H 6.008 -0.564 -4.884
H 4.644 -1.503 -5.316
H 6.260 -2.231 -4.981
H 5.220 -3.245 -1.830
H 6.358 -1.835 -1.627
H 6.768 -3.149 -2.731
*
```

## Properties
* LUMO: 0.38 eV
* relative energy (zero: lowest compared OMol25 entry of this formula, charge and spin): 1.3308 eV
* highest occupied orbital energy: -9.3657 eV
* molecular weight: 813.12 g mol⁻¹

These are the Löwdin partial charges, in e, on atoms 1 to 6: atom 1 (C): -0.02, atom 2 (C): -0.51, atom 3 (O): 0.05, atom 4 (C): -0.03, atom 5 (H): 0.08, atom 6 (H): 0.11